1.
This record from OMol25 describes C21H26Cl3IN4NiO3 as an isolated structure. The level of theory is wB97M-V/def2-TZVPD.

```
59
Properties=species:S:1:pos:R:3:forces:R:3:mulliken_charge:R:1
Ni -0.894366 0.233826 0.352389 -0.01 0.04 -0.01 -0.30
Cl -0.452114 3.041554 -1.273938 0.03 0.07 -0.01 -0.07
C -1.159309 3.246526 -2.887670 0.01 -0.03 -0.05 -0.41
Cl -0.607084 2.014722 -4.026800 0.02 0.00 0.02 -0.10
H -0.859150 4.216832 -3.262875 0.00 0.01 0.01 0.41
H -2.233223 3.153816 -2.786138 -0.01 0.01 0.01 0.13
Cl 3.376500 -5.216836 -1.868737 0.00 -0.01 -0.01 -0.21
C 2.966459 -3.848780 -0.873096 -0.01 0.02 0.00 0.41
C 3.970463 -2.995733 -0.441227 0.02 0.01 0.00 -0.72
C 3.631579 -1.897114 0.334824 0.01 -0.03 0.00 -0.55
C 2.304877 -1.636415 0.657596 0.02 0.02 -0.03 0.34
C 1.320305 -2.522477 0.238096 0.03 -0.03 0.02 0.18
C 1.642535 -3.635379 -0.524130 -0.02 0.01 0.01 -0.94
C 1.990252 -0.370303 1.429145 -0.12 -0.03 0.13 -0.16
O 2.823690 0.047617 2.218839 0.03 0.05 -0.06 -0.70
O 0.860865 0.207724 1.197354 0.06 -0.13 -0.07 -0.29
H 5.002191 -3.202639 -0.694937 -0.02 0.01 -0.01 0.47
H 4.394471 -1.224234 0.703759 -0.01 0.01 -0.01 0.50
H 0.287278 -2.332716 0.500231 0.00 -0.02 0.02 0.38
H 0.880078 -4.328748 -0.852757 0.00 0.00 0.00 0.47
C -2.778711 2.082996 1.794550 0.02 0.01 0.01 -0.51
C -3.099734 2.887882 3.079036 0.00 -0.02 -0.02 -0.87
N -2.125855 2.608493 4.126743 0.00 -0.02 0.02 -0.15
C -0.813352 3.037632 3.654538 0.00 -0.01 -0.02 -0.88
C -0.466099 2.367550 2.304818 -0.03 0.01 0.06 -0.13
N -1.500638 1.338768 1.958979 0.02 0.04 0.02 0.84
C -1.633488 0.402021 3.105709 -0.04 0.03 0.00 -0.39
C -2.088453 1.169064 4.372772 0.01 0.00 -0.02 -0.87
H -2.670605 2.724395 0.920647 -0.01 0.00 -0.01 0.49
H -3.576505 1.379172 1.587630 -0.02 -0.04 -0.01 0.23
H -4.092491 2.629952 3.450550 -0.01 0.01 -0.01 0.36
H -3.091340 3.960625 2.881137 0.01 0.01 0.00 0.26
H -0.073441 2.777534 4.412282 0.00 -0.01 0.01 0.31
H -0.818804 4.124290 3.557854 0.01 0.01 0.00 0.36
H 0.497900 1.876317 2.333442 0.02 0.01 0.00 -0.02
H -0.460211 3.093073 1.491565 -0.01 0.01 -0.02 0.43
H -0.663472 -0.072044 3.240045 0.04 -0.01 0.00 0.31
H -2.354545 -0.366973 2.822492 0.02 0.00 0.02 0.42
H -1.403533 0.978849 5.199499 0.00 -0.01 0.01 0.36
H -3.083404 0.849971 4.687269 -0.01 0.00 -0.01 0.29
N 3.325109 -2.368820 -4.398456 -0.02 -0.01 0.02 -0.31
C 2.000324 -2.169720 -4.637425 0.02 0.01 0.01 -0.18
O 1.443831 -2.480645 -5.668063 0.00 -0.01 0.00 -0.62
C 1.252776 -1.505026 -3.513287 0.02 0.01 0.00 0.97
C -0.066059 -1.861103 -3.285312 0.00 0.00 0.00 -1.32
C -0.726168 -1.316807 -2.203178 0.00 0.00 -0.02 -0.01
N -0.159368 -0.440349 -1.365858 0.02 0.02 -0.07 1.34
C 1.082227 -0.028048 -1.650917 -0.03 0.00 -0.02 -0.64
C 1.822852 -0.543014 -2.696586 0.01 0.01 -0.02 -1.25
H 3.818764 -2.937013 -5.067507 0.00 0.00 -0.01 0.26
H 3.658492 -2.382080 -3.447911 0.01 0.00 0.00 0.16
H -0.560230 -2.569810 -3.934514 0.00 0.00 0.00 0.50
H -1.744309 -1.603766 -1.999900 0.00 -0.01 0.01 0.30
H 1.499542 0.717196 -0.993376 0.01 0.01 0.03 0.78
H 2.829986 -0.185279 -2.860644 0.00 0.01 0.01 0.56
I -3.719456 0.772440 -1.628806 0.00 0.03 0.00 -0.05
C -2.673852 -0.298163 -0.086840 -0.07 -0.03 0.09 -1.33
H -2.672689 -1.328701 -0.437389 -0.03 -0.04 -0.01 0.73
H -3.361286 -0.272101 0.754486 0.00 0.00 0.00 0.47
```
Positions in Å, forces in eV/Å.

The calculation puts the energy above the lowest of the compared OMol25 structures with the same formula, charge and spin at 0.0 kJ/mol. The lowest unoccupied orbital energy (alpha / beta) is -0.29 / -0.28 eV. The calculation puts the energy at -121014.0174 eV. Its frontier orbital gap (alpha / beta) is 8.237 / 8.330 eV. The calculation puts the HOMO energy (alpha / beta) at -8.5262 / -8.6106 eV. Its molar mass is 674.420 g mol⁻¹. Its spin multiplicity is 1.

=====

2.
This record from OMol25 describes C21H26ClN4O7PSTc as an isolated structure. The level of theory is wB97M-V/def2-TZVPD.

```
62
Properties=species:S:1:pos:R:3:forces:R:3:mulliken_spin:R:1
Tc 0.306582 -1.312177 -0.062190 1.01 -1.83 -0.39 2.19
C -0.529018 -4.903477 1.549310 -0.02 -0.01 -0.08 0.01
C -0.143718 -3.637177 2.234710 -0.24 -0.55 0.47 0.00
N -0.110018 -3.635477 3.560210 0.06 0.18 -0.06 0.01
O 0.129082 -2.601977 1.595110 -0.09 0.93 -0.39 0.02
H -0.587818 -5.740277 2.237510 -0.01 -0.07 0.01 0.00
H 0.200782 -5.117277 0.772810 0.07 -0.03 -0.05 0.00
H -1.494018 -4.772077 1.060410 -0.06 0.08 -0.01 0.00
H -0.354918 -4.452377 4.094510 0.02 -0.09 -0.07 0.00
H 0.161182 -2.812777 4.079810 -0.03 0.05 -0.13 0.00
O 0.451982 8.385023 2.204010 0.03 0.30 -0.02 0.14
S 1.140882 7.171423 1.918810 -1.02 -0.15 1.72 0.01
O 0.823682 6.007123 2.690910 0.21 0.22 0.16 0.07
O 2.449882 7.217923 1.310610 0.90 0.15 -0.48 0.34
C 0.437982 6.679023 0.199010 -0.03 -0.59 -1.82 0.32
N 0.157182 7.557923 -0.704790 0.22 0.58 0.40 0.06
C -0.138718 7.078123 -1.905690 -0.22 -0.24 0.02 0.02
C -0.145118 5.703723 -2.154090 0.05 -0.32 0.27 0.00
C 0.158282 4.856823 -1.087690 -0.17 1.26 -0.15 0.01
N 0.463382 5.396523 0.101910 0.04 -0.48 -0.05 0.03
C 0.171582 3.388623 -1.069390 0.03 -0.95 0.20 0.02
C 0.284682 2.538023 -2.168790 -0.04 0.19 0.32 0.01
C 0.324782 1.165223 -1.967690 -0.11 -0.19 -0.28 0.02
N 0.262482 0.601123 -0.754390 -0.01 1.12 -0.12 -0.09
C 0.167982 1.426223 0.303110 -0.12 0.20 0.22 0.03
C 0.108582 2.789523 0.197110 -0.04 0.05 -0.28 -0.02
H -0.386718 7.807123 -2.666190 0.02 -0.06 -0.07 0.00
H -0.402418 5.332123 -3.132390 0.03 -0.04 -0.12 0.00
H 0.369182 2.928623 -3.171490 -0.01 -0.05 -0.10 0.00
H 0.397882 0.484423 -2.805990 0.04 0.03 0.01 0.01
H 0.158882 0.963323 1.285410 -0.01 -0.02 0.06 0.00
H 0.047782 3.421623 1.069610 0.01 -0.09 0.14 0.00
Cl 3.232582 0.434923 0.414510 0.21 0.00 0.07 0.00
C 3.047882 -1.258577 0.733610 -0.32 -0.14 -0.24 -0.02
C 3.462082 -1.760277 1.959110 0.00 -0.14 0.23 0.01
C 3.400182 -3.121577 2.206010 0.02 0.23 -0.07 -0.03
C 2.990282 -4.009677 1.212710 -0.05 0.04 -0.22 0.00
C 2.591382 -3.523277 -0.011590 -0.01 0.08 0.16 -0.01
C 2.560482 -2.133877 -0.271690 0.30 0.05 0.23 0.04
C 1.932482 -1.628177 -1.476090 -0.23 0.26 0.09 -0.17
H 3.847582 -1.083477 2.706110 0.02 0.06 0.06 0.00
H 3.709982 -3.497577 3.167610 0.10 -0.04 0.12 0.00
H 2.994782 -5.073177 1.401610 0.08 -0.08 -0.02 0.00
H 2.319982 -4.191477 -0.817990 -0.10 -0.07 0.01 0.00
H 1.829082 -2.363877 -2.269590 -0.39 -0.02 0.08 0.01
H 2.357682 -0.701377 -1.849890 -0.24 0.10 0.02 0.01
C -3.135218 -1.293477 1.513110 -0.15 -0.05 0.50 0.00
O -2.969418 -0.879877 0.161110 0.39 -0.03 -0.52 0.00
P -1.915018 -1.561277 -0.820290 -1.13 -0.14 -0.24 -0.02
O -2.466518 -3.062377 -0.907590 0.42 0.79 0.36 -0.01
C -2.416218 -3.840077 -2.112790 -0.12 -0.28 -0.35 0.00
O -2.289218 -0.903277 -2.209790 0.72 -0.40 0.52 0.00
C -3.129818 0.243123 -2.421990 -0.32 0.43 -0.24 0.00
H -4.032418 -0.799377 1.880110 0.11 -0.03 0.01 0.00
H -2.275918 -0.990877 2.113810 0.00 0.04 0.04 0.00
H -3.268618 -2.371077 1.575310 -0.06 -0.08 -0.03 0.00
H -3.015918 -4.729577 -1.925890 0.13 0.08 -0.03 0.00
H -1.389018 -4.115477 -2.351790 0.01 -0.04 0.03 0.00
H -2.847618 -3.276877 -2.938590 0.01 -0.05 0.03 0.00
H -4.014618 -0.079077 -2.969390 0.08 -0.01 0.06 0.00
H -2.567718 0.956723 -3.022490 -0.02 -0.07 0.01 0.00
H -3.425418 0.699823 -1.481390 0.01 -0.05 -0.01 0.00
```
Positions in Å, forces in eV/Å.

The calculation puts the energy above the lowest of the compared OMol25 structures with the same formula, charge and spin at 84.0 kJ/mol. The lowest unoccupied orbital energy (alpha / beta) is -6.94 / -8.05 eV. The calculation puts the energy at -77320.0339 eV. Its frontier orbital gap (alpha / beta) is 7.812 / 6.347 eV. The net charge is +2. The calculation puts the HOMO energy (alpha / beta) at -14.7510 / -14.3994 eV. Its molar mass is 642.954 g mol⁻¹. The expectation value of S² is 3.802. Its spin multiplicity is 4.

=====

3.
This record from OMol25 describes C21H26CoFN7O5 as an isolated structure. The level of theory is wB97M-V/def2-TZVPD.

```
61
Properties=species:S:1:pos:R:3:forces:R:3:mulliken_charge:R:1
Co 2.008588 1.216289 0.936239 -0.10 0.02 -0.11 -0.16
C -5.290426 0.731541 0.801136 0.00 -0.01 0.00 -1.91
C -4.598788 -0.536354 1.267289 0.00 0.00 0.00 0.51
C -5.111772 -1.767553 0.540223 0.00 0.00 -0.01 -0.94
C -4.499097 -3.019839 1.140118 0.00 0.00 0.00 -1.03
C -2.999148 -2.913370 1.169670 0.00 0.00 0.00 1.22
C -2.216801 -4.043192 1.207738 0.00 0.00 0.00 -0.70
C -0.826590 -3.946104 1.205372 0.00 0.00 -0.01 -0.13
F -0.116933 -5.074422 1.247412 0.00 0.00 0.00 -0.34
C -0.183373 -2.744688 1.143776 0.00 0.00 0.01 -0.94
C -0.959327 -1.576631 1.100037 0.00 0.01 0.00 0.92
C -0.303341 -0.288733 1.011707 -0.02 -0.01 -0.03 1.55
O 0.984682 -0.301723 0.974213 -0.02 0.01 0.06 -1.03
C -1.113516 0.847530 0.955541 0.00 -0.01 -0.01 0.17
C -2.489293 0.688237 1.011445 0.01 0.01 0.00 -0.39
N -3.109227 -0.474229 1.102236 0.00 0.00 0.00 0.16
C -2.361636 -1.655283 1.128386 -0.01 0.00 0.00 -1.10
C -0.633459 2.269706 0.807564 0.02 0.01 0.05 0.34
O -1.441304 3.164812 0.713936 -0.01 0.00 -0.01 -0.70
O 0.657383 2.454635 0.785379 -0.01 -0.02 0.04 -0.58
H -6.364657 0.567007 0.868382 0.00 0.00 0.00 0.43
H -5.050046 0.959045 -0.238702 0.00 0.00 0.00 0.41
H -5.063259 1.598641 1.418759 0.00 0.00 0.00 0.55
H -4.767528 -0.669389 2.340337 0.00 0.00 0.00 0.18
H -4.871539 -1.686014 -0.523723 0.00 0.00 0.00 0.34
H -6.197021 -1.793306 0.628291 0.00 0.00 0.00 0.37
H -4.786768 -3.906802 0.576361 0.00 0.00 0.00 0.48
H -4.873929 -3.159523 2.158455 0.00 0.00 0.00 0.34
H -2.672194 -5.025212 1.228871 0.00 0.00 0.00 0.54
H 0.894989 -2.688910 1.130828 0.00 0.00 0.00 0.63
H -3.086848 1.586211 0.975108 0.01 0.00 0.00 0.80
N 1.985190 1.385163 2.898836 -0.02 -0.02 0.03 -0.06
N 3.039003 0.576465 3.377343 0.03 -0.01 -0.02 -0.24
C 4.067658 0.329847 2.442951 -0.03 0.00 -0.07 0.42
O 5.140104 -0.067709 2.790984 0.01 -0.01 0.02 -0.60
O 3.688293 0.557291 1.193293 0.04 -0.01 0.09 -0.66
H 2.081442 2.364467 3.169715 0.01 0.00 -0.01 0.38
H 1.099619 1.042556 3.261726 0.00 0.01 0.01 0.32
H 3.349564 0.753220 4.322102 0.00 0.00 0.00 0.26
C 3.279585 2.179699 -1.345540 0.03 -0.02 -0.04 -0.64
N 3.577042 2.167799 -2.756660 -0.02 -0.01 0.01 0.07
C 4.115770 0.851077 -3.116961 0.01 0.00 -0.02 -0.71
N 3.148752 -0.215233 -2.839625 0.02 0.01 0.01 0.11
C 2.848360 -0.221337 -1.429851 0.00 0.01 0.02 -0.49
N 2.274092 1.108175 -0.992186 0.03 0.03 -0.02 1.65
C 1.044743 1.362690 -1.826338 0.03 -0.02 -0.03 -0.78
N 1.351198 1.346770 -3.235662 0.01 -0.01 0.01 0.13
C 2.341968 2.391821 -3.512073 0.01 0.01 -0.01 -0.67
C 1.926665 0.049058 -3.595518 -0.01 0.00 -0.01 -0.66
H 2.845774 3.141599 -1.058345 0.03 -0.01 -0.01 0.35
H 4.183423 1.982702 -0.768678 -0.01 0.02 0.00 0.17
H 5.028281 0.667030 -2.549131 0.00 0.00 0.00 0.36
H 4.355063 0.847630 -4.179821 0.00 0.00 0.00 0.34
H 3.747797 -0.402328 -0.848581 0.00 0.01 0.02 0.13
H 2.104884 -0.984446 -1.198330 0.01 0.00 -0.02 0.18
H 0.644798 2.335857 -1.551895 -0.02 -0.01 0.02 0.16
H 0.323243 0.576899 -1.593448 -0.02 0.03 0.01 0.14
H 1.924726 3.363337 -3.243146 0.00 0.00 0.00 0.35
H 2.572261 2.390270 -4.576816 0.00 0.00 0.00 0.33
H 2.154999 0.044503 -4.660936 0.00 0.00 0.00 0.34
H 1.197905 -0.737270 -3.389791 0.00 0.00 0.00 0.33
```
Positions in Å, forces in eV/Å.

The calculation puts the energy above the lowest of the compared OMol25 structures with the same formula, charge and spin at 0.0 kJ/mol. The lowest unoccupied orbital energy (alpha / beta) is -4.28 / -4.32 eV. The calculation puts the energy at -83207.7468 eV. Its frontier orbital gap (alpha / beta) is 7.463 / 7.423 eV. The net charge is +1. The calculation puts the HOMO energy (alpha / beta) at -11.7429 / -11.7438 eV. Its molar mass is 534.414 g mol⁻¹. Its spin multiplicity is 1.